C39H70LaN8O3SbSi3 | ωB97M-V/def2-TZVPD

Geometry as XYZ:
```
125
Properties=species:S:1:pos:R:3:forces:R:3
La 11.33604 12.78214 13.71669 -0.4 -0.4 -1.9
C 9.77173 7.92140 12.68762 -0.7 2.1 -1.0
Sb 10.73121 9.57597 11.44701 0.8 -0.3 1.5
C 12.71113 8.16411 11.04720 -0.6 1.6 1.3
C 13.49023 8.97360 10.09553 0.4 1.9 -0.6
C 14.45955 9.98690 10.44206 -1.2 -1.8 0.0
C 15.29680 10.47782 9.46292 0.7 1.3 1.5
C 15.16419 9.97388 8.20704 -0.6 -0.3 -1.0
C 14.00355 9.29848 7.89974 -0.9 -0.7 -1.3
N 13.12950 8.86162 8.80904 0.9 -0.8 -0.1
Si 12.61955 6.32923 10.68860 -1.1 -1.5 -0.3
C 11.09912 5.76082 9.60930 1.1 -0.2 -0.5
C 14.27306 5.86069 9.98491 0.7 -1.4 -0.2
C 12.56844 5.40480 12.33371 -0.4 -0.8 0.6
C 9.16448 10.96992 10.08527 0.2 -1.5 0.5
C 9.63398 12.37473 10.27611 1.5 1.4 -0.8
C 9.14530 13.43742 9.41026 -0.7 -1.2 1.6
C 9.80443 14.63324 9.28792 0.6 -0.1 0.6
C 10.97567 14.81576 9.99699 0.4 -1.8 1.0
C 11.43112 13.76678 10.83149 -0.6 1.2 -1.2
N 10.77055 12.62235 11.02804 -1.1 -0.1 -1.0
Si 7.47462 10.62258 10.88034 -0.8 -0.1 -1.3
C 6.28202 11.76206 9.94260 -1.0 -1.2 -0.2
C 6.85644 8.85220 10.55460 0.0 0.5 0.4
C 7.39170 11.09531 12.67644 0.3 -1.0 1.2
Si 9.46895 10.42196 8.21674 -0.3 0.2 0.3
C 9.68595 8.53836 8.21274 -0.9 0.6 -0.6
C 11.11867 11.15219 7.80174 -1.1 -0.4 -1.7
C 8.18806 11.03051 6.86511 0.7 0.2 0.8
H 9.35817 7.15133 12.05567 -0.5 -0.1 0.1
H 9.05725 8.51612 13.30638 0.2 -1.0 -0.5
H 10.55714 7.51098 13.27976 0.7 -0.1 0.4
H 14.48986 10.26890 11.47243 0.3 0.3 0.4
H 16.01546 11.31280 9.68235 -0.5 -1.2 -0.1
H 15.86109 10.12277 7.43093 0.7 0.6 -0.7
H 13.72750 9.09286 6.81692 0.4 0.3 1.5
H 11.13271 4.68214 9.32839 0.2 0.7 0.4
H 11.02659 6.30816 8.66332 0.4 -0.2 0.1
H 10.12521 5.92888 10.03274 -0.4 0.1 0.7
H 14.39185 6.27144 8.96917 0.2 -0.4 0.3
H 14.39290 4.71215 10.00500 -0.3 1.7 -0.4
H 15.11874 6.20530 10.61445 -0.5 0.1 -0.3
H 13.54495 5.54069 12.86909 -1.0 0.1 -0.2
H 12.41685 4.28719 12.26003 0.4 1.1 -0.4
H 11.68061 5.68871 12.94286 0.8 0.1 0.0
H 8.11908 13.39069 9.05907 0.4 -0.5 -0.6
H 9.44798 15.42812 8.66460 -0.4 0.2 -0.2
H 11.47124 15.74548 10.01495 0.7 0.8 -0.3
H 12.42329 13.81851 11.29360 -0.3 0.2 0.2
H 6.32626 11.69758 8.84773 0.6 0.2 0.2
H 6.25041 12.78340 10.27699 0.1 0.5 0.0
H 5.26360 11.34715 10.08151 0.3 0.2 0.4
H 7.73525 8.21078 10.72541 -0.6 -0.3 -0.2
H 6.56634 8.88829 9.50265 0.3 -0.4 -0.2
H 5.94138 8.48966 11.09628 1.1 0.5 -0.2
H 6.77088 11.97084 12.70798 -0.3 0.6 0.2
H 8.37474 11.32924 13.16293 -0.9 -0.3 -0.3
H 6.83148 10.29933 13.26762 0.9 0.9 -0.6
H 10.71589 8.15915 8.29789 -0.4 0.5 -0.1
H 9.23642 8.29641 7.23159 0.5 -0.4 0.2
H 9.02332 8.06570 8.94052 0.2 -0.1 0.0
H 11.78274 11.00272 8.58609 1.4 -0.2 1.5
H 11.12793 12.18894 7.50631 0.0 0.3 -0.2
H 11.45097 10.49882 6.97525 0.1 0.5 0.1
H 7.39941 10.31240 6.70930 -0.1 -0.6 -0.3
H 8.74551 11.21262 5.91762 -0.4 -0.2 0.6
H 7.63293 11.93965 7.13492 0.5 0.0 0.0
C 9.00778 18.91069 15.43817 2.8 -0.3 -1.3
N 9.48596 17.59741 15.89366 -0.3 -1.0 0.4
C 8.86996 17.15142 17.15971 0.2 1.9 -0.3
C 10.39936 16.83959 15.20456 -0.9 0.6 0.3
N 10.15324 15.53754 14.81585 0.8 1.0 0.4
C 9.51183 14.50812 15.58042 1.0 -0.1 0.5
C 8.12616 14.29096 15.53837 0.2 0.6 1.6
C 7.55890 13.64460 16.63823 -1.0 -0.7 -1.1
C 8.33266 12.88861 17.53131 -0.7 0.5 0.5
C 9.70414 12.86206 17.44477 0.9 0.4 -1.6
C 10.35196 13.70850 16.43832 -1.1 -0.7 0.8
N 11.72697 13.55732 16.14533 -1.0 -0.2 0.4
C 12.64032 13.33666 17.06874 -1.2 2.2 1.4
N 13.63868 12.46932 16.79174 1.1 -0.9 1.0
C 14.65352 13.12903 16.01589 1.4 0.4 -0.2
C 13.39026 11.05526 16.51927 0.8 0.4 -1.3
N 12.75956 14.10134 18.21559 -0.7 -1.5 -1.1
C 11.84445 15.20470 18.49028 0.6 -0.2 -1.9
C 13.42540 13.48681 19.36588 0.5 -0.2 0.4
N 11.51978 17.43841 14.77166 -0.6 -0.1 1.1
C 12.40751 16.83676 13.80551 0.9 1.0 -1.7
C 12.00066 18.68351 15.42454 0.4 -0.8 0.4
H 9.26315 19.65502 16.17010 0.3 0.6 0.2
H 7.97797 19.00492 15.25965 -1.6 -0.7 -0.1
H 9.52397 19.09005 14.45279 -0.6 0.2 1.0
H 9.13258 16.18974 17.51776 0.6 -0.9 0.0
H 7.80748 17.21915 17.08854 -0.9 -0.2 -0.2
H 9.14815 17.92645 17.89601 0.0 -0.5 0.1
H 7.48993 14.80790 14.82662 0.2 0.0 0.0
H 6.45290 13.64302 16.67778 0.8 -0.2 0.2
H 7.85736 12.33480 18.34655 0.0 0.2 -0.4
H 10.22769 12.09545 18.05147 0.1 0.9 -0.4
H 15.01857 14.07235 16.53560 -0.2 -1.3 -0.6
H 14.23981 13.38711 15.04414 -0.1 0.5 -0.3
H 15.46498 12.41782 15.75397 -0.2 0.6 0.7
H 12.49259 10.68930 16.96518 -0.6 0.0 0.6
H 14.24307 10.48036 16.88433 -0.1 0.0 0.1
H 13.33183 10.84464 15.43556 -0.1 0.1 0.1
H 11.91347 15.89323 17.61560 -0.3 -0.3 0.6
H 12.17475 15.69616 19.37242 0.1 0.5 0.6
H 10.84998 14.80709 18.58714 -0.6 0.3 0.3
H 13.08856 12.44180 19.46159 0.4 0.3 0.0
H 13.14597 14.00379 20.31286 0.3 -0.2 -0.9
H 14.51166 13.54584 19.18146 -0.4 -0.3 0.6
H 12.62455 15.78880 13.99728 -0.3 -0.2 0.1
H 13.41468 17.36039 13.83968 -1.4 -0.5 -0.1
H 11.91263 16.95734 12.78519 1.2 -0.3 1.2
H 11.18563 19.31664 15.66345 -0.4 0.5 0.2
H 12.62602 19.20926 14.72284 0.3 0.1 -0.1
H 12.55582 18.46219 16.37463 -0.3 0.0 -1.0
O 10.11772 10.93058 14.84354 -0.1 0.0 0.7
H 9.83571 11.26575 15.69778 -0.5 0.6 0.6
H 10.26111 10.01544 15.07351 0.3 -0.9 -0.6
O 9.76202 16.06433 12.48042 0.6 0.2 2.0
C 10.20954 15.29174 13.28825 -0.8 -2.2 -2.5
O 13.27220 12.15362 13.00818 2.1 0.2 0.9
H 14.23876 12.10338 13.23148 -1.5 0.0 -0.7
H 13.17113 8.26936 12.08929 -0.8 0.1 -1.1
```
Forces are in eV/Å.

LUMO energy (spin up / spin down) ... -5.074 / -5.074 eV
Energy above the lowest of the compared OMol25 structures with the same formula, charge and spin ... 1.328 eV
Gap between HOMO and LUMO (spin up / spin down) ... 6.1 / 6.1 eV
Charge ... +2

---

C39H70MnN9O | ωB97M-V/def2-TZVPD

Geometry as XYZ:
```
120
Properties=species:S:1:pos:R:3:forces:R:3
Mn 3.78941 -2.47684 -0.22948 -3.1 3.5 0.3
C -0.29518 -1.28331 -1.28333 -1.7 0.1 -0.3
C 0.80003 -0.69257 -0.48172 1.1 0.0 1.1
C 0.56759 -0.60434 1.03622 -0.8 -0.5 -0.9
O 2.04274 -1.31011 -0.79288 3.0 -1.9 0.5
H -1.25542 -0.90376 -0.93405 -0.2 -0.1 0.6
H -0.36033 -2.37109 -1.25890 0.2 0.0 -0.1
H -0.34395 -0.87348 -2.29216 0.7 -0.5 -0.3
H 0.81873 0.36008 -0.76395 0.6 0.3 -0.4
H 1.49536 -0.33019 1.53841 -0.2 0.3 0.1
H 0.14804 -1.51554 1.46258 0.3 -0.4 -0.1
H -0.24739 0.11267 1.13512 0.3 0.4 0.6
C 5.51096 3.42337 -0.21012 1.1 -1.4 -0.3
C 4.23246 4.14784 -0.49862 1.0 -0.7 1.2
C 3.05915 3.24993 -0.06064 -1.2 1.4 -0.6
C 2.79615 2.94005 1.31779 0.7 -0.5 3.8
N 2.58706 2.69769 2.44557 0.3 0.4 -2.6
H 5.62002 2.53307 -0.82946 0.1 0.1 -0.5
H 5.52614 2.95981 0.77627 -0.1 0.5 0.4
H 6.40613 4.03327 -0.33169 -0.1 0.0 0.0
H 4.19184 4.42100 -1.55305 -0.4 -0.1 0.1
H 4.37149 5.04400 0.10608 -1.1 0.3 -0.1
H 2.96569 2.28759 -0.56390 0.1 0.3 -0.6
H 2.18598 3.88274 -0.21948 -0.6 -0.3 -0.9
C -2.24537 -1.39247 -4.94610 -0.4 0.7 0.9
C -2.88955 -2.51788 -5.71219 0.3 -0.2 -1.4
C -3.01333 -3.85875 -4.93188 1.2 0.8 0.3
C -1.70335 -4.56626 -4.71213 0.3 -0.2 -0.2
N -0.68098 -5.08546 -4.53058 -1.3 0.8 -0.2
H -2.91396 -1.12662 -4.12731 0.5 -0.4 0.8
H -2.15381 -0.39199 -5.36891 -0.2 -0.3 -1.2
H -1.21548 -1.62800 -4.67787 -0.2 -0.2 0.6
H -2.31847 -2.60438 -6.63658 0.0 -0.6 -0.1
H -3.88747 -2.27063 -6.07430 -0.1 0.2 0.3
H -3.76037 -4.51446 -5.37919 0.2 -0.1 0.1
H -3.32546 -3.54410 -3.93605 -0.3 -0.4 0.2
C -3.26738 -5.41230 -0.62372 1.4 -2.6 -0.4
C -3.62377 -4.15255 0.05343 0.3 1.0 0.1
C -2.84368 -3.86981 1.39530 -1.5 0.7 -1.4
C -2.82814 -4.96780 2.30734 0.4 0.3 -0.4
N -2.81729 -5.88067 2.98519 0.0 -1.1 1.0
H -2.21086 -5.52372 -0.86755 0.4 0.5 0.0
H -3.74314 -5.77555 -1.53466 -0.6 1.0 -0.1
H -3.39649 -6.29185 0.00701 -0.3 0.1 0.6
H -4.71070 -4.10388 0.11912 0.1 0.3 0.6
H -3.27616 -3.28630 -0.50950 -0.4 0.0 -0.5
H -3.40716 -3.04891 1.83884 0.3 0.2 0.3
H -1.86585 -3.49260 1.09589 0.2 -0.3 0.4
C 5.66356 -0.29451 5.31749 -0.6 -0.4 0.0
C 4.18099 -0.68864 5.14780 1.2 -1.6 1.2
C 3.50278 -0.23768 3.90616 -0.1 0.9 -0.4
C 4.04071 -0.65380 2.62598 0.9 -1.0 -1.1
N 4.46782 -1.06774 1.62760 -0.9 -0.4 0.3
H 6.34671 -0.88412 4.70612 -0.3 0.3 -0.8
H 6.05688 -0.57619 6.29426 -0.5 0.5 0.3
H 5.72377 0.77581 5.12032 0.6 0.0 0.2
H 3.54392 -0.29292 5.93878 0.3 0.2 0.2
H 4.07010 -1.76936 5.23637 0.1 -0.2 0.1
H 3.57682 0.84833 3.96252 -0.7 0.2 -0.6
H 2.48107 -0.61360 3.96015 -0.3 0.5 -0.4
C -3.39705 1.88124 -0.77881 0.5 0.8 1.8
C -3.44414 3.18756 0.12145 -0.6 -0.5 -0.7
C -4.67327 3.39521 1.08266 -0.4 0.0 -0.9
C -6.01655 3.58829 0.43099 3.4 -0.6 1.3
N -7.02457 3.74733 -0.05275 -2.2 0.3 -1.1
H -3.95645 1.99898 -1.70687 -0.3 -0.3 0.4
H -3.64208 1.04426 -0.12496 -0.7 -0.2 -0.4
H -2.36113 1.64970 -1.02649 0.2 0.4 -0.3
H -3.36444 4.00845 -0.59122 -0.2 0.4 0.3
H -2.57542 3.25689 0.77613 0.1 -0.2 -0.1
H -4.50249 4.28872 1.68315 0.1 0.1 -0.1
H -4.78278 2.58291 1.80117 0.2 -0.2 -0.2
C -1.90386 3.09695 5.87696 1.1 0.0 -0.6
C -1.55084 3.73277 4.47795 -1.4 0.4 1.5
C -0.92589 2.75280 3.55996 0.2 -0.9 -1.2
C -1.83790 1.71746 3.03446 -1.6 -1.5 -0.6
N -2.56479 0.92208 2.57841 1.6 1.6 0.9
H -2.76195 2.44882 6.05497 -0.8 0.9 -0.6
H -1.76884 3.87991 6.62319 -0.4 -0.3 0.2
H -1.16923 2.31380 6.06429 0.8 0.3 0.2
H -0.89259 4.58600 4.64164 0.5 -0.3 0.2
H -2.37341 4.23624 3.97003 -0.5 -0.3 0.1
H -0.10732 2.22630 4.05070 0.3 0.1 -0.2
H -0.59611 3.26302 2.65496 0.5 0.0 0.0
C 0.95732 -2.16934 -6.18264 1.3 -0.3 1.3
C 1.77096 -2.42031 -4.84097 -1.2 -0.4 -0.5
C 3.22903 -1.91361 -4.87923 0.3 -1.0 -0.5
C 3.61809 -0.56956 -4.60436 -1.1 1.7 0.3
N 3.86667 0.53367 -4.40777 0.3 0.0 0.1
H -0.01419 -2.66317 -6.20318 0.0 0.2 0.4
H 1.49540 -2.62328 -7.01480 0.2 0.4 -0.1
H 0.88182 -1.08412 -6.25125 -0.3 -0.1 -0.6
H 1.76911 -3.48516 -4.60819 0.4 -0.2 -0.4
H 1.15860 -2.07490 -4.00803 0.4 0.7 0.1
H 3.62382 -2.03920 -5.88743 0.0 -0.5 -0.2
H 3.92145 -2.45306 -4.23298 -0.3 -0.7 0.0
C -2.06207 -1.97928 4.73242 0.7 -0.8 -0.4
C -0.64303 -2.39118 4.22171 -1.8 -0.1 0.4
C 0.38427 -2.37082 5.31867 0.7 1.7 0.9
C 0.19543 -1.17020 6.17819 0.0 2.8 2.1
N 0.10354 -0.19323 6.83636 0.3 -3.1 -2.2
H -2.79505 -2.06072 3.92980 0.1 0.3 0.0
H -2.08438 -0.98829 5.18579 0.0 -0.1 -0.1
H -2.34527 -2.74124 5.45859 -0.2 0.2 0.3
H -0.30944 -1.71902 3.43113 -0.1 -0.3 -0.1
H -0.73327 -3.43592 3.92425 0.2 0.1 -0.7
H 1.34140 -2.14667 4.84778 0.4 -0.6 0.2
H 0.47101 -3.22987 5.98397 -0.2 -0.1 -0.3
C 1.25940 2.31198 -3.22642 -0.7 -1.5 1.0
C 1.00319 3.21667 -4.43517 1.2 0.8 0.3
C -0.11747 4.37090 -4.21191 2.2 -1.3 -0.4
C 0.01892 5.55090 -5.12772 -0.5 -0.7 0.1
N 0.09841 6.48388 -5.80199 0.0 -0.7 0.5
H 1.15147 2.73301 -2.22683 -0.7 0.5 -0.1
H 2.18253 1.75612 -3.06220 1.0 0.9 -1.1
H 0.69214 1.38197 -3.26344 -1.2 0.2 0.1
H 0.87624 2.60095 -5.32561 -0.5 0.2 0.0
H 1.99026 3.65325 -4.58740 -0.2 0.7 -0.3
H 0.12777 4.72736 -3.21147 -0.5 0.1 0.1
H -1.06062 3.82530 -4.24139 -0.3 0.8 -0.1
```
Forces are in eV/Å.

LUMO energy (spin up / spin down) ... -6.309 / -6.317 eV
Energy above the lowest of the compared OMol25 structures with the same formula, charge and spin ... 6.675 eV
Gap between HOMO and LUMO (spin up / spin down) ... 6.4 / 6.3 eV
Charge ... +1
Spin multiplicity ... 6

---

Q: Which of these has the lowest charge?
A: C39H70MnN9O